14
Properties=species:S:1:pos:R:3 method="wB97M-V/def2-TZVPD" gap_ev=11.2 total_charge=+1 de_lowest_kcal_mol=31.0
C -0.291 -0.888 0.654
C 1.374 0.405 1.909
N -1.395 -1.294 0.509
N -1.038 0.407 -1.966
N 0.870 -0.780 1.170
O -1.203 1.366 -2.886
O -1.807 -0.518 -2.063
O -0.132 0.505 -1.115
H 0.606 0.615 2.681
H 1.651 1.080 1.086
H 2.217 0.166 2.419
H -2.015 -1.653 -0.220
H -0.394 1.938 -3.080
H 1.557 -1.349 0.900



19
Properties=species:S:1:pos:R:3 method="wB97M-V/def2-TZVPD" gap_ev=9.9 total_charge=0 de_lowest_kcal_mol=40.8
C -1.459 -1.253 0.425
C -2.232 -0.269 1.288
C 2.050 0.028 -0.200
C 0.152 0.999 -1.217
N 1.564 -0.275 0.935
N 3.364 0.001 -0.582
C -0.869 1.738 -1.510
N 1.219 0.401 -1.240
H -0.375 -1.167 0.665
H 2.250 -0.563 1.626
H 3.578 0.054 -1.563
H 4.042 -0.440 0.016
H -1.767 -2.276 0.637
H -1.637 -1.078 -0.633
H -1.871 1.409 -1.304
H -0.739 2.746 -1.869
H -2.148 -0.533 2.336
H -3.290 -0.257 1.022
H -1.831 0.735 1.168



16
Properties=species:S:1:pos:R:3 method="wB97M-V/def2-TZVPD" gap_ev="8.1 / 7.9" total_charge=0 de_lowest_kcal_mol=149.2
C -2.600 1.131 -0.855
C -1.197 0.955 -0.885
C -3.164 0.131 -0.085
C -0.797 -0.099 -0.103
C 3.762 -0.357 -0.656
N 1.045 0.009 1.624
O 0.863 -2.215 0.388
S -2.117 -0.978 0.543
S 0.901 -0.799 0.085
H -3.226 1.608 -1.588
H -0.658 1.841 -1.126
H -4.273 0.198 0.220
H 3.727 -1.146 0.016
H 4.499 -0.513 -1.494
H 1.507 -0.616 2.293
H 1.730 0.850 1.623



20
Properties=species:S:1:pos:R:3 method="wB97M-V/def2-TZVPD" gap_ev="9.0 / 7.1" total_charge=+1 spin_multiplicity=6
O 1.512 4.545 0.481
C 2.809 4.770 0.208
C 3.668 3.755 -0.049
O 2.082 0.327 1.391
C 2.689 0.046 -0.064
C 1.550 0.086 -1.075
O 0.804 1.316 -0.997
C 0.104 1.660 -2.192
H 3.170 5.806 0.247
H 4.730 3.917 -0.258
H 3.036 -0.995 0.013
H 3.565 0.504 -0.554
H 1.923 -0.051 -2.098
H 0.822 -0.700 -0.833
H -0.260 2.687 -2.074
H 0.775 1.609 -3.060
H -0.741 0.971 -2.324
Ru 1.321 2.652 0.377
O 3.242 2.470 0.126
H 1.107 0.201 1.404



19
Properties=species:S:1:pos:R:3 method="wB97M-V/def2-TZVPD" smiles=CC[C@H]([NH3+])CN gap_ev=11.4 total_charge=+1 de_lowest_kcal_mol=24.5
C 0.009 0.493 1.114
N 0.781 1.791 1.170
C 0.083 0.026 -0.377
N 1.486 0.299 -0.837
C -1.978 -1.416 -0.495
C -0.468 -1.369 -0.586
H 0.331 -0.266 1.810
H -1.044 0.747 1.258
H 1.127 1.883 2.114
H 0.117 2.517 0.932
H -0.629 0.699 -0.850
H 2.022 -0.551 -0.703
H 1.859 1.077 -0.249
H 1.555 0.658 -1.788
H -2.577 -2.234 -0.892
H -2.242 -1.027 0.496
H -2.397 -0.607 -1.135
H -0.136 -1.844 -1.513
H -0.087 -1.978 0.244



9
Properties=species:S:1:pos:R:3 method="wB97M-V/def2-TZVPD" gap_ev="9.8 / 7.8" total_charge=+1 spin_multiplicity=3 de_lowest_kcal_mol=113.0
C 0.809 1.099 -0.031
C 0.116 -0.151 -0.201
C -0.328 -1.013 0.849
N -0.317 0.108 -1.368
N 1.045 2.108 -0.743
O 0.501 1.826 -1.818
H -0.730 -1.986 0.355
H -1.275 -0.756 1.179
H 0.180 -1.236 1.779



134
Properties=species:S:1:pos:R:3 method="wB97M-V/def2-TZVPD" gap_ev=6.3 total_charge=+1 de_lowest_kcal_mol=20.8
C -0.628 -1.665 6.930
C -1.562 -2.413 6.274
C -1.851 -2.332 4.823
C -2.197 -3.524 4.162
C -2.281 -4.865 4.880
O -3.304 -5.252 5.385
O -1.124 -5.589 4.845
C -0.496 -5.671 6.150
C 0.564 -6.788 6.138
C -0.171 -8.126 5.749
N -0.098 -8.285 4.274
C -2.437 -3.449 2.783
C -2.326 -2.255 2.118
C -2.562 -2.322 0.635
Cl -4.161 -2.057 -0.035
C -1.544 -2.609 -0.182
C -0.123 -2.898 0.316
Cl -1.787 -2.671 -1.915
N -2.005 -1.107 2.761
C -1.851 0.184 2.049
C -3.133 0.722 1.355
C -2.857 1.043 -0.139
C -1.684 2.021 -0.339
C -1.349 2.235 -1.862
C 0.124 1.818 -2.127
C 0.635 2.417 -3.469
C 1.369 1.411 -4.380
C 2.731 0.931 -3.830
C 3.750 0.540 -4.948
O 4.908 1.349 -4.958
C 6.058 0.708 -4.424
C -1.771 -1.137 4.082
O -1.449 -0.003 4.728
C -2.536 0.536 5.528
C -3.953 0.187 5.029
H 0.428 -1.691 6.625
H -0.879 -1.052 7.804
H -2.112 -3.164 6.860
H -0.039 -4.705 6.421
H -1.265 -5.939 6.895
H 1.064 -6.882 7.111
H 1.286 -6.610 5.329
H 0.337 -8.975 6.222
H -1.215 -8.025 6.091
H -1.004 -8.109 3.856
H 0.156 -9.250 4.091
H -2.714 -4.353 2.239
H 0.360 -1.979 0.677
H -0.185 -3.660 1.108
H 0.421 -3.354 -0.518
H -1.443 0.979 2.674
H -1.102 0.011 1.257
H -3.417 1.685 1.799
H -4.006 0.071 1.456
H -3.750 1.530 -0.561
H -2.614 0.127 -0.702
H -0.738 1.669 0.115
H -1.877 3.002 0.130
H -1.994 1.552 -2.445
H -1.505 3.289 -2.123
H 0.779 2.192 -1.320
H 0.247 0.722 -2.134
H 1.287 3.290 -3.320
H -0.256 2.765 -4.026
H 1.583 1.944 -5.328
H 0.707 0.571 -4.649
H 3.228 1.666 -3.181
H 2.540 0.019 -3.234
H 3.249 0.685 -5.925
H 3.948 -0.542 -4.869
H 6.246 1.076 -3.396
H 6.944 1.007 -5.009
H 6.023 -0.387 -4.454
H -2.466 0.218 6.578
H -2.482 1.634 5.564
H -4.255 -0.844 5.273
H -4.671 0.837 5.555
H -4.098 0.371 3.953
O 3.315 1.308 -0.376
C 4.260 1.908 0.063
O 4.826 2.872 -0.680
C 5.806 3.791 -0.184
C 7.206 3.227 -0.305
C 4.887 1.539 1.385
H 5.569 4.104 0.834
H 5.719 4.680 -0.808
H 7.331 2.330 0.303
H 7.944 3.964 0.013
H 7.413 2.945 -1.337
H 5.637 0.766 1.223
H 4.106 1.145 2.034
H 5.331 2.381 1.911
O -5.714 1.682 1.645
C -6.508 2.445 2.134
O -6.119 3.694 2.429
C -7.021 4.744 2.803
C -7.285 4.743 4.294
C -7.899 2.001 2.512
H -7.941 4.696 2.218
H -6.526 5.673 2.523
H -7.777 3.824 4.615
H -7.917 5.587 4.571
H -6.346 4.813 4.845
H -7.884 1.597 3.524
H -8.205 1.218 1.821
H -8.645 2.789 2.439
O -2.001 5.047 -3.284
C -2.323 5.053 -4.442
O -1.622 5.793 -5.317
C -1.776 5.703 -6.738
C -2.878 6.615 -7.235
C -3.555 4.325 -4.920
H -1.920 4.668 -7.052
H -0.824 6.023 -7.159
H -3.850 6.329 -6.829
H -2.937 6.587 -8.323
H -2.690 7.642 -6.920
H -4.419 4.983 -4.826
H -3.702 3.454 -4.285
H -3.480 3.957 -5.940
O 8.177 -1.489 -4.722
C 7.834 -2.639 -4.702
O 7.950 -3.383 -5.817
C 7.780 -4.803 -5.846
C 6.327 -5.184 -6.045
C 7.183 -3.245 -3.482
H 8.214 -5.268 -4.959
H 8.365 -5.154 -6.696
H 5.706 -4.844 -5.214
H 6.223 -6.266 -6.133
H 5.934 -4.719 -6.949
H 6.108 -3.075 -3.528
H 7.584 -2.748 -2.601
H 7.385 -4.307 -3.359



61
Properties=species:S:1:pos:R:3 method="wB97M-V/def2-TZVPD" smiles="Cc1cc(C)c([C@H](C)C[C@@H](c2c(C)cc(C)cc2C)N2CCOC2=O)c(C)c1" gap_ev=9.1 total_charge=0
C -1.246 -0.744 1.486
C -0.332 0.320 1.012
O 0.972 -0.212 1.118
C 0.942 -1.486 1.523
O 1.936 -2.212 1.669
N -0.378 -1.926 1.731
H -1.829 -0.404 2.328
H -2.001 -0.958 0.721
H -0.393 0.433 -0.058
H -0.362 1.198 1.622
C -5.948 -6.468 2.215
C -4.580 -6.040 1.779
C -3.445 -6.766 2.139
C -2.158 -6.391 1.793
C -1.002 -7.193 2.334
C -1.965 -5.240 0.967
C -0.609 -4.712 0.459
C 0.098 -5.678 -0.479
C 0.271 -4.317 1.660
C -0.384 -3.274 2.570
C 0.308 -3.137 3.933
C -0.428 -2.347 4.823
C -1.786 -1.843 4.469
C -0.037 -2.221 6.195
C 1.168 -2.778 6.605
C 1.702 -2.487 7.993
C 1.923 -3.559 5.714
C 1.553 -3.706 4.321
C 2.435 -4.732 3.643
C -3.110 -4.521 0.556
C -3.013 -3.305 -0.359
C -4.386 -4.895 0.965
H -6.674 -5.740 1.850
H -6.222 -7.459 1.808
H -6.030 -6.516 3.316
H -3.542 -7.697 2.737
H -0.204 -7.421 1.616
H -0.563 -6.742 3.239
H -1.422 -8.139 2.711
H -0.789 -3.809 -0.179
H -0.513 -5.779 -1.374
H 1.078 -5.282 -0.771
H 0.219 -6.669 -0.023
H 0.313 -5.073 2.469
H 1.286 -4.054 1.319
H -1.543 -3.438 2.682
H -2.215 -1.234 5.279
H -1.714 -1.249 3.562
H -2.506 -2.651 4.314
H -0.677 -1.708 6.910
H 2.571 -3.108 8.219
H 1.995 -1.427 8.095
H 0.915 -2.678 8.734
H 2.774 -4.114 6.048
H 3.321 -4.801 4.286
H 1.970 -5.741 3.638
H 2.811 -4.470 2.638
H -4.008 -2.831 -0.471
H -2.330 -2.549 0.072
H -2.661 -3.579 -1.376
H -5.276 -4.326 0.679



Per-record calculated total energy, Eh: -469.33238, -361.32445, -1120.83459, -591.88201, -269.46162, -300.23122, -3615.84914, -1177.62344